Entry from OMol25: C5H5NO in the gas phase at a distorted geometry (ωB97M-V/def2-TZVPD).

- Max |F|: 0.1058 hartree/bohr
- Structure (SMILES): [O-][n+]1ccccc1
- Electronic energy: -323.419037 Eh
- ΔE to the lowest compared entry with this formula, charge and spin: 2.739 eV

CARTESIAN COORDINATES (ANGSTROEM)
H  0.891  -0.886  -2.019
O  -1.083  0.853  -1.760
H  1.958  -1.817  0.154
H  -0.379  0.680  2.573
C  -0.758  0.732  0.440
C  0.707  -0.806  1.413
C  1.216  -1.001  0.164
C  0.654  -0.414  -0.960
H  1.125  -1.486  2.212
N  -0.446  0.375  -0.750
C  -0.189  0.253  1.611
H  -1.593  1.479  0.406

In the Mulliken picture, each atom carries the following charge in e: 0.286 -0.709 0.279 0.384 -0.034 -0.135 -0.391 -0.206 0.288 0.526 -0.630 0.342